Entry 1:
Molecular formula: C24H22F5N3O3Pd
Method: DFT, wB97M-V/def2-TZVPD

Properties
**DFT total energy**: -1944.980507 hartree
**Net charge**: 0
**Relative energy (zero: lowest compared OMol25 entry of this formula, charge and spin)**: 0.0 kcal per mole

Last column: Mulliken charge in e.
Geometry (Å):
1 Pd -0.976 0.180 1.624  0.765
2 C -2.296 2.748 0.950  -0.907
3 N -2.418 1.653 1.921  0.346
4 C -3.808 1.185 1.962  -0.984
5 C -1.941 2.125 3.250  -0.993
6 C -1.828 0.983 4.246  -0.749
7 N -1.335 -0.197 3.545  0.051
8 C -1.026 -1.346 4.215  -0.060
9 C -0.856 -2.562 3.523  0.192
10 F -1.102 -2.622 2.197  -0.333
11 C -0.546 -3.745 4.150  0.104
12 F -0.412 -4.845 3.388  -0.318
13 C -0.400 -3.845 5.520  -0.579
14 C -0.618 -2.684 6.224  0.167
15 F -0.521 -2.690 7.566  -0.321
16 C -0.928 -1.486 5.609  0.698
17 F -1.125 -0.425 6.432  -0.338
18 H -2.938 3.584 1.247  0.360
19 H -2.591 2.395 -0.034  0.209
20 H -1.262 3.082 0.903  0.303
21 H -4.479 2.005 2.245  0.331
22 H -3.899 0.372 2.676  0.268
23 H -4.085 0.817 0.976  0.267
24 H -2.610 2.907 3.633  0.363
25 H -0.959 2.563 3.072  0.368
26 H -2.825 0.784 4.668  0.485
27 H -1.204 1.311 5.077  0.464
28 H -0.147 -4.774 6.005  0.487
29 C 4.586 -0.799 -3.230  -1.863
30 C 3.233 -0.703 -3.916  0.560
31 C 3.271 0.279 -5.074  -0.945
32 C 1.936 0.301 -5.795  -1.020
33 C 0.823 0.593 -4.825  1.019
34 C -0.348 1.175 -5.248  -0.723
35 C -1.366 1.444 -4.339  0.109
36 F -2.497 2.009 -4.800  -0.357
37 C -1.244 1.157 -3.014  -1.078
38 C -0.055 0.572 -2.555  0.607
39 C 0.078 0.263 -1.130  2.040
40 O -0.897 0.555 -0.384  -0.933
41 C 1.284 -0.334 -0.726  -0.688
42 C 2.246 -0.576 -1.674  -0.296
43 N 2.147 -0.299 -2.976  0.226
44 C 0.974 0.286 -3.457  -0.705
45 C 1.667 -0.762 0.675  0.091
46 O 2.835 -1.085 0.855  -0.762
47 O 0.767 -0.793 1.587  -0.580
48 H 5.344 -0.957 -3.996  0.434
49 H 4.655 -1.630 -2.531  0.530
50 H 4.822 0.125 -2.699  0.398
51 H 2.960 -1.688 -4.309  0.123
52 H 4.069 -0.021 -5.753  0.360
53 H 3.519 1.274 -4.692  0.332
54 H 1.765 -0.672 -6.267  0.321
55 H 1.931 1.043 -6.594  0.454
56 H -0.489 1.433 -6.291  0.511
57 H -2.041 1.365 -2.316  0.486
58 H 3.159 -1.025 -1.315  0.705

Entry 2:
Molecular formula: C24H22F5O4SiTa
Method: DFT, wB97M-V/def2-TZVPD

Properties
**DFT total energy**: -2074.044268 hartree
**Net charge**: +2
**Relative energy (zero: lowest compared OMol25 entry of this formula, charge and spin)**: 9.1 kcal per mole

Last column: Mulliken charge in e.
Geometry (Å):
1 Ta -1.059 0.144 0.264  1.880
2 O -0.124 0.177 1.857  -0.634
3 C 1.580 2.255 0.638  0.811
4 C 0.318 2.864 0.072  -0.379
5 O 0.349 4.001 -0.269  -0.438
6 O -0.736 2.056 -0.126  -0.765
7 C 2.224 1.245 -0.167  0.848
8 C 3.005 0.229 0.414  -0.796
9 C 3.624 -0.712 -0.387  -1.160
10 C 3.510 -0.627 -1.771  -0.506
11 C 2.745 0.375 -2.361  -0.785
12 C 2.076 1.288 -1.571  -0.188
13 C 2.080 2.784 1.824  1.061
14 C 3.437 2.577 2.210  -0.252
15 C 3.915 3.130 3.370  -1.042
16 C 3.062 3.894 4.171  -0.251
17 C 1.731 4.125 3.816  -0.987
18 C 1.247 3.595 2.649  -0.443
19 H 0.304 -0.454 2.447  0.294
20 H 3.094 0.170 1.491  0.769
21 H 4.213 -1.500 0.061  0.471
22 H 4.029 -1.344 -2.394  0.518
23 H 2.686 0.454 -3.439  0.625
24 H 1.506 2.085 -2.034  0.589
25 H 4.100 2.037 1.549  0.703
26 H 4.950 3.003 3.655  0.446
27 H 3.450 4.336 5.081  0.442
28 H 1.102 4.733 4.451  0.448
29 H 0.221 3.779 2.354  0.521
30 C -5.589 -1.583 1.363  -1.006
31 Si -3.901 -1.823 0.634  0.180
32 C -3.955 -2.006 -1.221  -0.798
33 C -2.953 -3.190 1.464  -0.982
34 C -2.971 -0.114 0.911  -0.709
35 H -6.194 -2.478 1.203  0.321
36 H -6.119 -0.741 0.916  0.341
37 H -5.535 -1.414 2.441  0.339
38 H -4.459 -2.938 -1.486  0.417
39 H -2.970 -2.052 -1.696  0.139
40 H -4.521 -1.193 -1.682  0.340
41 H -3.490 -4.133 1.340  0.358
42 H -2.873 -3.004 2.538  0.353
43 H -1.948 -3.340 1.064  0.331
44 H -3.009 0.229 1.953  0.680
45 H -3.620 0.561 0.320  0.462
46 F 0.718 -2.005 -5.800  -0.274
47 C 0.420 -1.901 -4.523  0.657
48 C 0.787 -2.913 -3.638  0.329
49 F 1.425 -3.973 -4.087  -0.273
50 C 0.496 -2.819 -2.281  0.154
51 F 0.851 -3.781 -1.449  -0.311
52 C -0.157 -1.689 -1.821  -0.140
53 O -0.541 -1.487 -0.529  -0.726
54 C -0.518 -0.709 -2.718  0.870
55 F -1.172 0.360 -2.128  -0.517
56 C -0.249 -0.771 -4.065  -0.055
57 F -0.590 0.208 -4.878  -0.276

Entry 3:
Molecular formula: C24H22GeO2ReS4
Method: DFT, wB97M-V/def2-TZVPD

Properties
**DFT total energy**: -4825.024950 hartree
**Net charge**: +3
**Relative energy (zero: lowest compared OMol25 entry of this formula, charge and spin)**: 31.5 kcal per mole

Last column: Mulliken charge in e.
Geometry (Å):
1 Re 0.150 -0.304 -0.256  -0.175
2 O -0.986 5.944 2.250  -0.270
3 C -0.797 4.881 1.800  0.550
4 S 0.766 3.968 2.017  0.109
5 C 0.271 2.611 1.159  0.309
6 C -1.077 2.606 0.590  0.286
7 S -1.666 1.289 -0.274  -0.114
8 S -2.035 3.974 0.824  0.104
9 S 1.319 1.295 0.984  -0.158
10 Ge -0.614 -0.300 -2.792  0.127
11 C 0.960 0.076 -3.881  0.735
12 C 0.885 -0.424 -5.188  -0.580
13 C 1.904 -0.132 -6.080  -0.618
14 C 3.021 0.639 -5.661  -0.564
15 C 3.107 1.116 -4.356  -0.473
16 C 2.093 0.834 -3.462  -0.246
17 C -1.086 -2.097 -2.388  0.662
18 C -2.445 -2.453 -2.537  -0.889
19 C -2.799 -3.787 -2.545  -0.723
20 C -1.821 -4.771 -2.360  -0.500
21 C -0.481 -4.432 -2.185  -0.717
22 C -0.105 -3.100 -2.195  0.130
23 H -1.846 0.477 -3.253  0.082
24 H 0.033 -1.004 -5.530  0.394
25 H 1.838 -0.479 -7.104  0.433
26 H 3.810 0.862 -6.371  0.429
27 H 3.960 1.711 -4.048  0.453
28 H 2.154 1.211 -2.450  0.324
29 H -3.207 -1.695 -2.672  0.454
30 H -3.832 -4.070 -2.703  0.477
31 H -2.112 -5.816 -2.357  0.476
32 H 0.264 -5.210 -2.062  0.482
33 H 0.936 -2.836 -2.101  0.498
34 C -2.017 -3.288 2.211  -1.380
35 C -1.679 -2.515 0.967  0.293
36 O -0.760 -1.373 1.318  -0.416
37 H -2.739 -4.065 1.958  0.409
38 H -2.466 -2.643 2.968  0.366
39 H -1.132 -3.782 2.629  0.408
40 H -2.555 -2.052 0.526  0.267
41 H -1.186 -3.134 0.227  0.037
42 H -0.192 -1.643 2.045  0.372
43 C 1.716 -1.269 -0.396  0.029
44 C 2.909 -1.972 -0.472  0.992
45 C 3.834 -1.750 -1.525  0.169
46 C 4.998 -2.474 -1.563  -0.871
47 C 5.255 -3.425 -0.569  -0.308
48 C 4.357 -3.653 0.479  -0.867
49 C 3.189 -2.936 0.534  -0.290
50 H 3.609 -1.010 -2.285  0.465
51 H 5.716 -2.313 -2.358  0.482
52 H 6.174 -3.999 -0.613  0.445
53 H 4.585 -4.387 1.242  0.461
54 H 2.479 -3.091 1.343  0.451

Entry 4:
Molecular formula: C24H22N2O3SY
Method: DFT, wB97M-V/def2-TZVPD

Properties
**DFT total energy**: -1699.423255 hartree
**Net charge**: +1

Last column: Mulliken charge in e.
Geometry (Å):
1 Y 0.129 1.738 0.692  1.348
2 O 0.290 0.871 4.716  -0.589
3 C 0.614 1.082 3.580  0.554
4 O 0.207 2.015 2.769  -0.781
5 C 1.597 0.102 2.915  0.560
6 C 2.287 -0.940 3.621  -0.765
7 C 2.944 -1.912 2.885  -0.663
8 C 3.054 -1.792 1.444  1.218
9 C 3.787 -2.714 0.629  -0.805
10 C 3.858 -2.537 -0.722  -0.723
11 C 3.108 -1.471 -1.298  -0.509
12 C 2.399 -0.586 -0.547  -0.392
13 C 2.385 -0.722 0.859  0.547
14 N 1.707 0.186 1.608  -0.469
15 H 2.266 -0.945 4.718  0.471
16 H 3.487 -2.727 3.416  0.395
17 H 4.323 -3.506 1.136  0.428
18 H 4.456 -3.223 -1.313  0.425
19 H 3.129 -1.357 -2.394  0.381
20 H 1.860 0.221 -1.048  0.312
21 C -4.071 2.196 -1.502  -0.825
22 C -3.821 0.858 -1.819  -0.452
23 C -2.932 0.075 -1.131  -0.567
24 C -2.232 0.625 -0.023  0.350
25 C -2.532 1.949 0.327  -0.367
26 C -3.488 2.712 -0.389  -0.552
27 N -1.193 -0.006 0.641  0.283
28 C -1.225 -1.403 0.898  -0.634
29 C -1.981 -1.904 1.953  -0.166
30 C -2.105 -3.298 2.107  -0.646
31 C -1.431 -4.178 1.246  -0.451
32 C -0.574 -3.676 0.269  -0.859
33 C -0.478 -2.295 0.121  0.006
34 H -4.790 2.789 -2.086  0.423
35 H -4.318 0.394 -2.640  0.445
36 H -2.791 -0.952 -1.406  0.520
37 H -2.217 2.298 1.303  0.649
38 H -3.720 3.770 -0.058  0.328
39 H -2.573 -1.255 2.625  0.404
40 H -2.712 -3.735 2.906  0.396
41 H -1.570 -5.237 1.401  0.405
42 H 0.038 -4.346 -0.304  0.470
43 H 0.121 -1.872 -0.655  0.637
44 C 1.815 3.308 -3.533  -1.088
45 S 0.373 2.565 -2.736  0.613
46 C -0.919 3.780 -3.157  -0.661
47 O 0.760 2.678 -1.253  -0.559
48 H 1.684 3.243 -4.596  0.450
49 H 2.706 2.756 -3.223  0.364
50 H 1.892 4.356 -3.175  0.319
51 H -0.997 3.718 -4.256  0.426
52 H -0.725 4.806 -2.817  0.339
53 H -1.881 3.494 -2.703  0.060

Look up the net charge of the first one.
0

Repeat the third record exactly.
Molecular formula: C24H22GeO2ReS4
Method: DFT, wB97M-V/def2-TZVPD

Properties
**DFT total energy**: -4825.024950 hartree
**Net charge**: +3
**Relative energy (zero: lowest compared OMol25 entry of this formula, charge and spin)**: 31.5 kcal per mole

Last column: Mulliken charge in e.
Geometry (Å):
1 Re 0.150 -0.304 -0.256  -0.175
2 O -0.986 5.944 2.250  -0.270
3 C -0.797 4.881 1.800  0.550
4 S 0.766 3.968 2.017  0.109
5 C 0.271 2.611 1.159  0.309
6 C -1.077 2.606 0.590  0.286
7 S -1.666 1.289 -0.274  -0.114
8 S -2.035 3.974 0.824  0.104
9 S 1.319 1.295 0.984  -0.158
10 Ge -0.614 -0.300 -2.792  0.127
11 C 0.960 0.076 -3.881  0.735
12 C 0.885 -0.424 -5.188  -0.580
13 C 1.904 -0.132 -6.080  -0.618
14 C 3.021 0.639 -5.661  -0.564
15 C 3.107 1.116 -4.356  -0.473
16 C 2.093 0.834 -3.462  -0.246
17 C -1.086 -2.097 -2.388  0.662
18 C -2.445 -2.453 -2.537  -0.889
19 C -2.799 -3.787 -2.545  -0.723
20 C -1.821 -4.771 -2.360  -0.500
21 C -0.481 -4.432 -2.185  -0.717
22 C -0.105 -3.100 -2.195  0.130
23 H -1.846 0.477 -3.253  0.082
24 H 0.033 -1.004 -5.530  0.394
25 H 1.838 -0.479 -7.104  0.433
26 H 3.810 0.862 -6.371  0.429
27 H 3.960 1.711 -4.048  0.453
28 H 2.154 1.211 -2.450  0.324
29 H -3.207 -1.695 -2.672  0.454
30 H -3.832 -4.070 -2.703  0.477
31 H -2.112 -5.816 -2.357  0.476
32 H 0.264 -5.210 -2.062  0.482
33 H 0.936 -2.836 -2.101  0.498
34 C -2.017 -3.288 2.211  -1.380
35 C -1.679 -2.515 0.967  0.293
36 O -0.760 -1.373 1.318  -0.416
37 H -2.739 -4.065 1.958  0.409
38 H -2.466 -2.643 2.968  0.366
39 H -1.132 -3.782 2.629  0.408
40 H -2.555 -2.052 0.526  0.267
41 H -1.186 -3.134 0.227  0.037
42 H -0.192 -1.643 2.045  0.372
43 C 1.716 -1.269 -0.396  0.029
44 C 2.909 -1.972 -0.472  0.992
45 C 3.834 -1.750 -1.525  0.169
46 C 4.998 -2.474 -1.563  -0.871
47 C 5.255 -3.425 -0.569  -0.308
48 C 4.357 -3.653 0.479  -0.867
49 C 3.189 -2.936 0.534  -0.290
50 H 3.609 -1.010 -2.285  0.465
51 H 5.716 -2.313 -2.358  0.482
52 H 6.174 -3.999 -0.613  0.445
53 H 4.585 -4.387 1.242  0.461
54 H 2.479 -3.091 1.343  0.451